No. 1
Formula: C14H19Br4N2O2PdS
Source: the OMol25 dataset
Level of theory: the ωB97M-V functional and the def2-TZVPD basis

Each line ends with the natural charge from an NBO analysis.
Element x y z (Å)
Pd -0.3321 0.2861 -1.5964  0.040
Br 2.0948 -5.8127 1.6612  0.009
C 1.0408 -4.2873 1.2029  -0.173
C -0.2835 -4.2314 1.5732  -0.177
Br -1.0761 -5.6431 2.5890  0.011
C -1.0306 -3.1203 1.1942  -0.224
Br -2.8059 -2.8564 1.8623  -0.017
C -0.5767 -2.0868 0.3668  0.265
O -1.3493 -1.1284 0.0632  -0.818
C 0.8566 -2.1243 0.0104  0.334
O 1.4329 -1.1658 -0.6137  -0.858
C 1.5820 -3.2174 0.4828  -0.246
Br 3.4774 -3.1418 0.1578  -0.024
C -2.8871 -0.6404 -4.8801  -0.756
S -2.0373 -0.5922 -3.2552  0.217
C -0.4577 -1.3468 -3.7574  -0.758
H -2.8097 -1.6505 -5.2722  0.200
H -2.4630 0.0711 -5.5846  0.193
H -3.9290 -0.3949 -4.7025  0.210
H 0.0520 -0.7085 -4.4817  0.200
H -0.6240 -2.3409 -4.1761  0.195
H 0.1207 -1.4099 -2.8182  0.258
C 0.3510 1.6223 2.8223  -0.256
C -0.0785 0.7965 1.5913  -0.281
N 0.0364 1.6204 0.4114  -0.411
C -0.6804 2.8528 0.5641  -0.239
C 0.0371 3.7215 1.6343  -0.257
N 1.0307 2.8440 2.3088  -0.342
C 2.1130 2.4492 1.3596  -0.258
C 1.4307 1.8415 0.1066  -0.292
H 1.0372 1.0692 3.4644  0.226
H -0.5013 1.9340 3.4282  0.209
H -1.1025 0.4217 1.6655  0.278
H 0.5663 -0.0697 1.4401  0.270
H -1.7034 2.6153 0.8566  0.224
H -0.7174 3.3713 -0.3963  0.230
H -0.6579 4.1110 2.3810  0.214
H 0.5715 4.5616 1.1848  0.212
H 1.4442 3.3535 3.0924  0.426
H 2.7522 1.7231 1.8645  0.227
H 2.7144 3.3302 1.1228  0.209
H 1.8534 0.8627 -0.1737  0.316
H 1.5081 2.5105 -0.7545  0.216

Properties
Spin multiplicity: 1
Frontier orbital gap in eV: 3.500
Total charge: -1

No. 2
Formula: C11H24INO
Source: the OMol25 dataset
Level of theory: the ωB97M-V functional and the def2-TZVPD basis

Each line ends with the natural charge from an NBO analysis.
Element x y z (Å)
C 2.8879 2.6401 -0.8059  -0.625
C 2.2508 1.8021 0.2823  -0.049
O 1.9814 0.5102 -0.2468  -0.542
C 1.6665 -0.4514 0.7134  0.106
C 2.6587 -1.6435 0.7891  -0.465
C 2.0502 -2.7760 -0.0440  -0.246
N 0.9249 -2.0909 -0.7261  -0.578
C 0.3546 -1.1247 0.2980  -0.059
C -0.7006 -0.2197 -0.3235  -0.411
C -2.1151 -0.4630 0.2188  -0.386
C -3.0623 0.7187 -0.0832  -0.224
C -4.4466 0.2690 -0.5949  -0.606
C -3.1878 1.6481 1.1324  -0.601
H 3.9444 2.4084 -0.9192  0.230
H 2.3795 2.4781 -1.7541  0.228
H 2.8036 3.6967 -0.5421  0.203
H 1.3138 2.2711 0.6158  0.151
H 2.9115 1.7259 1.1519  0.169
H 1.6607 -0.0263 1.7207  0.200
H 3.6725 -1.4169 0.4690  0.289
H 2.6439 -1.9777 1.8299  0.204
H 2.7436 -3.1931 -0.7664  0.275
H 1.6632 -3.5613 0.6060  0.197
H 1.3965 -1.5476 -1.4989  0.479
H 0.2369 -2.7274 -1.1177  0.422
H -0.0235 -1.7604 1.1000  0.210
H -0.7200 -0.3908 -1.4026  0.216
H -0.4174 0.8230 -0.1842  0.231
H -2.0666 -0.6381 1.2966  0.195
H -2.5236 -1.3627 -0.2477  0.197
H -2.5925 1.3015 -0.8801  0.197
H -5.2439 0.5595 0.0895  0.208
H -4.6765 0.7325 -1.5547  0.216
H -4.5075 -0.8090 -0.7418  0.203
H -4.1015 2.2407 1.0726  0.212
H -2.3524 2.3460 1.1990  0.209
H -3.2402 1.0728 2.0582  0.200
I 3.8331 -1.0639 -2.2095  -0.856

Properties
Spin multiplicity: 1
Frontier orbital gap in eV: 6.910

No. 3
Formula: ClN2O10Rb
Source: the OMol25 dataset
Level of theory: the ωB97M-V functional and the def2-TZVPD basis

Each line ends with the natural charge from an NBO analysis.
Element x y z (Å)
Rb 10.5599 16.9614 -18.7610  0.969
Cl 10.7215 20.6163 -18.9735  2.639
O 10.3941 21.9754 -18.7595  -0.851
O 11.6169 20.6294 -20.1538  -0.954
O 11.3955 20.0263 -17.8967  -0.920
O 9.7654 19.7801 -19.3642  -0.900
N 7.0003 16.7452 -18.0016  0.704
O 5.8482 17.1295 -17.8362  -0.419
O 7.3180 15.7856 -18.6994  -0.463
O 7.8865 17.5616 -17.5988  -0.485
N 10.4522 16.5324 -22.0277  0.707
O 9.5003 16.5000 -21.3503  -0.303
O 11.3923 17.2808 -21.5679  -0.384
O 10.3332 16.1079 -23.1125  -0.340

Properties
Spin multiplicity: 2
Frontier orbital gap (spin up / spin down) in eV: 7.545 / 2.901
<S²>: 0.7553
Total charge: -1

No. 4
Formula: C19H35AsMgO3S5Si
Source: the OMol25 dataset
Level of theory: the ωB97M-V functional and the def2-TZVPD basis

Each line ends with the Mulliken charge.
Element x y z (Å)
Mg 0.9227 -2.2402 -0.1443  0.466
C 4.7223 -3.4306 2.4658  -1.502
C 4.6550 -2.1111 1.7609  0.773
C 3.8354 -1.0809 2.2164  -0.326
C 3.8202 0.1527 1.5780  -0.378
C 4.6096 0.3706 0.4607  -0.281
C 5.4141 -0.6545 -0.0161  -0.463
C 5.4374 -1.8790 0.6310  -0.356
H 5.6675 -3.5295 3.0116  0.351
H 4.6518 -4.2506 1.7524  0.315
H 3.8975 -3.5542 3.1624  0.312
H 3.2075 -1.2433 3.0859  0.276
H 3.1763 0.9430 1.9428  0.261
H 4.5765 1.3241 -0.0526  0.349
H 6.0190 -0.5009 -0.9025  0.350
H 6.0603 -2.6803 0.2509  0.328
S 1.9266 -5.7659 1.9703  -0.675
As 0.9933 -5.2068 0.1590  0.417
S -0.6844 -3.8285 0.6274  -0.681
S 2.3120 -3.9232 -1.0801  -0.625
S 0.3590 -6.9086 -0.9033  -0.662
C -2.4532 0.0147 -4.1329  -1.934
C -2.5057 -0.2347 -2.6252  2.031
C -3.9217 0.0379 -2.1069  -1.521
C -2.1036 -1.6774 -2.3281  -1.175
O -1.5993 0.7021 -2.0472  -0.211
Si -0.9029 0.8007 -0.5566  -0.832
S 1.0695 0.1524 -0.4785  -0.220
O -0.9963 2.4031 -0.1418  0.519
C -0.5474 3.6015 -0.7757  1.670
C -1.7966 4.2792 -1.3482  -1.626
C 0.0794 4.4640 0.3203  -1.743
C 0.4683 3.3976 -1.9009  -1.367
O -1.9524 0.0444 0.4490  0.437
C -2.1278 0.0348 1.8634  1.598
C -2.9237 1.2810 2.2652  -1.623
C -0.7928 0.0150 2.6073  -1.424
C -2.9178 -1.2325 2.1827  -1.424
H -3.1848 -0.6120 -4.6459  0.408
H -1.4549 -0.2130 -4.5089  0.403
H -2.6666 1.0660 -4.3390  0.352
H -4.6275 -0.6709 -2.5446  0.471
H -4.2255 1.0553 -2.3666  0.340
H -3.9323 -0.0659 -1.0235  0.079
H -2.7854 -2.3667 -2.8275  0.498
H -2.1351 -1.8750 -1.2582  0.080
H -1.0891 -1.8698 -2.6836  0.245
H -2.4909 4.5221 -0.5411  0.338
H -2.2836 3.5783 -2.0277  0.200
H -1.5439 5.1921 -1.8927  0.409
H -0.6393 4.6218 1.1270  0.322
H 0.3894 5.4321 -0.0796  0.445
H 0.9502 3.9511 0.7319  0.316
H 0.0165 2.8190 -2.7089  0.201
H 1.3257 2.8372 -1.5414  0.240
H 0.7973 4.3677 -2.2792  0.514
H -2.3859 2.1703 1.9354  0.121
H -3.0552 1.3119 3.3487  0.438
H -3.9062 1.2712 1.7880  0.358
H -0.1905 0.8772 2.3146  0.226
H -0.2369 -0.8892 2.3569  0.227
H -0.9664 0.0405 3.6845  0.528
H -3.8625 -1.2255 1.6339  0.311
H -3.1258 -1.3030 3.2523  0.433
H -2.3462 -2.1089 1.8727  0.090

Properties
Spin multiplicity: 1
Frontier orbital gap in eV: 4.920
Total charge: -2

No. 5
Formula: C18H18N4O2
Source: the OMol25 dataset
Level of theory: the ωB97M-V functional and the def2-TZVPD basis

Each line ends with the natural charge from an NBO analysis.
Element x y z (Å)
C -1.5542 2.7720 5.2857  -0.286
H -1.8206 1.7950 5.4698  0.180
O -0.3144 2.8247 4.3256  -0.460
C -0.4236 2.2449 3.2461  0.386
C -1.6022 1.6810 2.7444  -0.373
C -1.4440 0.8680 1.6688  -0.218
C -0.3297 0.8721 1.0129  0.126
C 0.9301 1.8055 1.2822  -0.159
C 0.8402 2.4202 2.5427  -0.229
H 1.5503 2.9169 2.8932  0.194
H 1.9751 1.7359 0.7640  0.253
N 0.0047 0.4001 -0.3632  -0.242
C 0.7458 -0.1666 -1.0817  0.439
N 0.5743 -0.7481 -2.2575  -0.494
C -0.7662 -0.1616 -2.3543  0.270
N -1.2452 0.2343 -1.0917  -0.363
C -1.7855 -0.4069 -3.5331  0.639
O -1.5881 0.3919 -4.3540  -0.579
N -2.3527 -1.4756 -3.7341  -0.411
C -2.5382 -2.5611 -2.4974  -0.414
H -1.7485 -2.2338 -1.8265  0.225
H -3.4503 -2.4954 -1.9087  0.206
H -2.3822 -3.5340 -2.9932  0.211
C -3.2923 -1.7638 -4.6120  -0.373
H -2.9071 -0.6407 -5.5507  0.183
H -4.3583 -1.6217 -4.5014  0.194
H -3.2962 -2.5179 -5.2211  0.189
C 2.3625 -0.6375 -0.5562  0.051
C 2.3500 -1.0073 0.9729  -0.245
C 3.5938 -1.3041 1.3285  -0.190
C 4.8615 -1.1867 0.4277  -0.213
C 4.5845 -0.7383 -0.8848  -0.192
C 3.3360 -0.6210 -1.3690  -0.300
H 3.0432 -0.2641 -2.3559  0.251
H 5.3662 -0.8126 -1.4886  0.200
H 5.9077 -1.5258 0.8037  0.229
H 3.8255 -1.3708 2.2621  0.181
H 1.4990 -1.2443 1.6267  0.239
H -2.1556 0.2860 1.2087  0.246
H -2.2553 1.3442 3.4924  0.210
H -2.5073 3.1644 4.7864  0.213
H -1.2326 3.2823 6.3908  0.227

Properties
Spin multiplicity: 1
Frontier orbital gap in eV: 8.745

No. 6
Formula: C3H2FO2V
Source: the OMol25 dataset
Level of theory: the ωB97M-V functional and the def2-TZVPD basis

Each line ends with the natural charge from an NBO analysis.
Element x y z (Å)
O 0.0853 2.3168 -0.1180  -0.357
H -0.0006 -1.6039 0.8776  0.271
O 0.9124 0.1200 0.0853  -0.690
C -0.0784 -0.9607 -0.0073  -0.163
C -1.1088 0.1115 -0.0010  0.459
C -0.1296 1.1668 0.0439  0.608
F -2.3893 0.1070 0.0585  -0.155
V 2.7532 0.2115 0.0524  1.753
H -0.0442 -1.4688 -0.9915  0.274

Properties
Spin multiplicity: 5
Frontier orbital gap (spin up / spin down) in eV: 6.139 / 9.380
<S²>: 6.0147
Total charge: +2

Respective energy above the lowest of the compared OMol25 structures with the same formula, charge and spin values: 2.688 0.000 0.000 0.094 16.742 2.325 eV.